ORCA calculation (the ωB97M-V functional and the def2-TZVPD basis) on a molecular structure, C36H37N5O6TeTi.

Calculated values
calculated total energy	-88078.034	eV
maximum force	0.36	eV/Å
HOMO-LUMO gap	0.231	Ha

Geometry as ORCA input:
```
! wB97M-V def2-TZVPD RIJCOSX def2/J DEFGRID3
* xyz 0 1
Ti 0.39 -2.81 1.53
O -2.08 -6.10 -0.10
C -1.50 -5.27 0.77
O -0.59 -4.55 0.44
C -2.11 -5.40 2.15
O -1.59 -4.51 3.07
C -2.42 -3.41 3.45
C -1.92 -2.13 2.79
O -1.90 -1.07 3.35
O -1.48 -2.36 1.55
H -1.64 -6.00 -0.95
H -1.89 -6.43 2.47
H -3.20 -5.33 2.04
H -2.38 -3.31 4.54
H -3.46 -3.58 3.15
N 1.14 -3.25 3.34
C 1.04 -2.91 4.46
C 0.87 -2.55 5.76
C 1.77 -1.63 6.36
N 2.50 -0.88 6.84
C -0.25 -3.09 6.45
N -1.18 -3.54 6.95
C 5.24 -3.08 0.18
C 4.00 -3.36 -0.67
C 2.76 -2.78 -0.07
N 1.79 -3.42 0.39
H 6.12 -3.52 -0.28
H 5.12 -3.52 1.18
H 5.40 -2.01 0.30
H 3.84 -4.43 -0.79
H 4.13 -2.92 -1.67
C -5.33 5.50 -2.15
C -4.41 4.41 -1.66
C -3.86 4.46 -0.39
C -3.02 3.45 0.08
C -2.46 3.58 1.47
C -2.72 2.37 -0.76
Te -1.43 0.85 -0.03
N 1.07 -1.10 1.37
C 2.06 -0.64 0.73
O 2.87 -1.39 -0.07
C 2.49 0.77 0.80
C 3.45 1.29 -0.07
C 3.83 2.61 0.04
C 3.28 3.42 1.03
C 2.32 2.90 1.89
C 1.92 1.58 1.77
C -0.06 0.85 -1.66
C 0.24 -0.36 -2.29
C -0.41 -1.66 -1.89
C 1.17 -0.38 -3.32
C 1.81 0.77 -3.76
C 2.83 0.74 -4.86
C 1.49 1.97 -3.12
C 0.58 2.03 -2.07
C 0.34 3.37 -1.43
C -3.28 2.29 -2.04
C -3.01 1.14 -2.97
C -4.11 3.32 -2.47
H -5.27 6.38 -1.51
H -6.37 5.15 -2.15
H -5.08 5.80 -3.17
H -4.09 5.29 0.26
H -2.76 4.53 1.92
H -1.37 3.52 1.47
H -2.81 2.77 2.12
H 3.87 0.66 -0.84
H 4.57 3.02 -0.64
H 3.59 4.45 1.12
H 1.89 3.53 2.66
H 1.17 1.16 2.43
H -1.49 -1.56 -1.79
H -0.02 -1.96 -0.92
H -0.17 -2.45 -2.60
H 1.40 -1.33 -3.81
H 2.79 -0.21 -5.40
H 3.84 0.85 -4.46
H 2.67 1.55 -5.57
H 1.98 2.88 -3.44
H 1.13 4.06 -1.70
H 0.30 3.27 -0.35
H -0.61 3.80 -1.75
H -3.14 0.19 -2.45
H -1.99 1.17 -3.35
H -3.69 1.18 -3.82
H -4.53 3.27 -3.47
*
```


ORCA calculation (the ωB97M-V functional and the def2-TZVPD basis) on a molecular structure, C36H37NOP2Pt.

Calculated values
calculated total energy	-63269.817	eV
maximum force	6.76	eV/Å
HOMO-LUMO gap (alpha / beta)	0.192 / 0.103	Ha

Geometry as ORCA input:
```
! wB97M-V def2-TZVPD RIJCOSX def2/J DEFGRID3
* xyz 2 5
Pt -2.04 1.44 -1.61
C -2.87 1.33 -3.42
C -2.23 0.04 -3.07
C -0.97 -0.34 -3.85
C 0.20 0.59 -3.44
C -0.07 1.26 -2.13
C -0.52 2.63 -2.16
C -1.00 3.21 -3.49
C -2.11 2.36 -4.26
C 2.42 0.41 3.16
H -3.97 1.36 -3.29
H -2.84 -0.85 -2.84
H -1.15 -0.30 -4.93
H -0.66 -1.37 -3.64
H 1.16 0.06 -3.43
H 0.32 1.36 -4.22
H 0.60 0.94 -1.34
H -0.11 3.27 -1.38
H -0.16 3.43 -4.15
H -1.46 4.18 -3.27
H -2.86 3.09 -4.59
H -1.72 1.84 -5.15
H 1.66 1.18 2.95
H 3.20 0.87 3.76
H 1.95 -0.39 3.75
P -0.92 -1.81 1.99
P 3.03 -0.29 1.62
C 0.75 -2.07 1.60
C 1.74 -1.30 0.96
C -2.42 -2.59 1.55
C -2.77 -3.06 0.24
C -3.73 -4.03 0.09
C -4.35 -4.59 1.23
C -4.27 -3.88 2.43
C -3.39 -2.82 2.55
C -3.62 1.62 -0.21
C -3.85 2.85 0.41
C -5.00 3.07 1.19
C -5.92 2.03 1.39
C -5.64 0.75 0.87
C -4.46 0.54 0.10
C 4.55 -1.35 1.77
C 4.35 -2.74 1.97
C 5.40 -3.59 2.34
C 6.70 -3.08 2.45
C 6.95 -1.78 2.00
C 5.89 -0.92 1.66
C 3.38 1.05 0.43
C 3.02 2.41 0.57
C 3.49 3.37 -0.34
C 4.23 2.99 -1.46
C 4.40 1.63 -1.72
C 3.98 0.68 -0.79
H 0.83 -3.15 1.85
H 1.83 -1.45 -0.13
H -2.23 -2.69 -0.62
H -4.02 -4.41 -0.89
H -4.89 -5.53 1.16
H -4.86 -4.20 3.28
H -3.39 -2.21 3.44
H -3.12 3.63 0.24
H -5.21 4.04 1.64
H -6.84 2.21 1.92
H -6.33 -0.07 1.06
H -4.19 -0.42 -0.30
H 3.34 -3.14 1.83
H 5.20 -4.64 2.53
H 7.49 -3.71 2.84
H 7.98 -1.45 1.90
H 6.11 0.09 1.30
H 2.37 2.73 1.38
H 3.27 4.44 -0.19
H 4.63 3.74 -2.14
H 4.89 1.31 -2.64
H 4.12 -0.37 -1.00
O -1.11 1.38 3.61
C -1.09 0.22 3.56
N -1.10 -1.06 3.50
*
```


ORCA calculation (the ωB97M-V functional and the def2-TZVPD basis) on a molecular structure, C36H38KN4O3S.

Calculated values
calculated total energy	-77206.624	eV
maximum force	1.11	eV/Å
HOMO-LUMO gap	0.273	Ha

Geometry as ORCA input:
```
! wB97M-V def2-TZVPD RIJCOSX def2/J DEFGRID3
* xyz 1 1
K -1.48 0.47 0.85
C -1.17 5.15 -4.93
C -1.16 3.93 -4.07
C -1.37 2.68 -4.55
C -1.34 1.52 -3.70
C -1.48 0.27 -4.28
N -1.24 -0.98 -3.87
C -0.33 -1.50 -2.83
C -0.30 -3.03 -2.78
C -1.49 -3.73 -2.12
N -1.60 -3.46 -0.69
C -1.52 -4.35 0.28
C -1.67 -4.02 1.65
C -1.60 -5.02 2.65
C -1.74 -4.71 3.97
C -1.66 -5.74 5.06
C -1.94 -3.34 4.31
C -2.02 -2.31 3.41
C -2.17 -0.93 3.98
N -2.04 0.14 3.33
C -2.10 1.46 3.97
C -2.51 2.61 3.00
C -1.43 3.22 2.04
N -1.67 2.94 0.59
C -0.89 3.40 -0.29
C -1.02 3.06 -1.75
C -0.95 4.07 -2.65
C -1.22 1.68 -2.27
O -1.31 0.70 -1.52
C -1.91 -2.65 2.00
O -2.03 -1.79 1.09
H -1.04 4.90 -5.98
H -0.37 5.84 -4.65
H -2.11 5.70 -4.83
H -1.54 2.53 -5.61
H -1.86 0.28 -5.30
H -1.47 -1.67 -4.57
H -0.59 -1.06 -1.88
H 0.68 -1.13 -3.08
H 0.60 -3.31 -2.24
H -0.18 -3.44 -3.79
H -1.40 -4.81 -2.25
H -2.44 -3.43 -2.58
H -1.80 -2.52 -0.30
H -1.34 -5.38 -0.01
H -1.43 -6.05 2.34
H -1.63 -6.75 4.65
H -2.52 -5.68 5.72
H -0.77 -5.61 5.67
H -2.04 -3.11 5.37
H -2.36 -0.92 5.07
H -1.10 1.68 4.37
H -2.78 1.42 4.83
H -2.87 3.42 3.63
H -3.37 2.30 2.41
H -0.44 2.84 2.33
H -1.41 4.30 2.16
H -0.07 4.09 -0.03
H -0.77 5.08 -2.28
O 0.89 0.56 1.08
S 1.73 0.49 -0.17
C 3.07 -0.63 0.21
C 4.06 -0.84 -0.75
C 5.06 -1.76 -0.49
C 5.06 -2.46 0.71
C 4.07 -2.25 1.64
C 3.06 -1.32 1.40
C 2.57 2.05 -0.30
C 2.71 2.57 -1.58
C 3.31 3.81 -1.74
C 3.75 4.51 -0.63
C 3.58 3.99 0.65
C 2.99 2.75 0.82
H 4.05 -0.28 -1.68
H 5.84 -1.92 -1.23
H 5.85 -3.18 0.90
H 4.08 -2.80 2.58
H 2.27 -1.14 2.12
H 2.33 2.02 -2.44
H 3.43 4.23 -2.73
H 4.21 5.48 -0.75
H 3.92 4.55 1.51
H 2.84 2.33 1.81
*
```


The records above yield energy relative to the best compared isomer or geometry (same formula, charge and spin) values of 102.7 297.7 171.9 kJ/mol, respectively.